This record from the Open Molecules 2025 dataset describes 2 unconnected molecules or ions with the total composition C4H6O2S2. The level of theory is ωB97M-V with the def2-TZVPD basis set.

Summary:
- E_LUMO: -0.89 eV
- Orbital gap: 7.641 eV
- HOMO level: -8.53 eV
- Energy relative to the best compared isomer or geometry (same formula, charge and spin): 313.5 kJ/mol

Element x y z (Å)
C: -2.448 -1.117 0.197
C: -1.184 -0.833 0.393
C: 0.734 0.073 -0.759
C: 0.043 -1.274 -0.387
O: -2.182 2.225 -1.022
O: -4.054 2.050 0.565
S: -3.876 -1.657 0.152
S: -2.631 1.947 0.318
H: -0.833 -0.604 1.393
H: 0.253 0.395 -1.647
H: 1.820 -0.038 -0.980
H: 0.519 0.826 -0.091
H: 0.676 -1.948 0.349
H: -0.279 -1.734 -1.224

---

This record from the Open Molecules 2025 dataset describes 8 unconnected molecules or ions with the total composition C48H120N8. The level of theory is ωB97M-V with the def2-TZVPD basis set.

Summary:
- E_LUMO (spin up / spin down): -2.48 / -6.94 eV
- Spin multiplicity: 2
- Orbital gap (spin up / spin down): 6.843 / 2.386 eV
- HOMO level (spin up / spin down): -9.33 / -9.33 eV
- Energy relative to the best compared isomer or geometry (same formula, charge and spin): 0.0 kJ/mol
- Charge: +1

Element x y z (Å)
C: 0.552 -4.213 -2.818
C: 1.628 -3.231 -3.390
N: 1.118 -2.814 -4.681
C: 0.255 -1.659 -4.567
C: -0.556 -1.495 -5.827
C: 2.135 -2.545 -5.712
C: 2.968 -1.245 -5.418
H: -0.376 -3.690 -2.587
H: 0.865 -4.729 -1.911
H: 0.156 -4.962 -3.504
H: 1.839 -2.442 -2.669
H: 2.499 -3.836 -3.643
H: -0.487 -1.907 -3.809
H: 0.692 -0.703 -4.275
H: -0.891 -2.418 -6.300
H: -1.512 -1.025 -5.592
H: -0.133 -0.912 -6.645
H: 1.589 -2.537 -6.655
H: 2.776 -3.426 -5.730
H: 3.440 -1.199 -4.437
H: 2.388 -0.334 -5.570
H: 3.743 -1.203 -6.183
C: 2.764 0.065 7.344
C: 2.392 -1.388 6.977
N: 1.812 -1.455 5.590
C: 2.134 -2.792 5.056
C: 3.548 -2.986 4.554
C: 0.425 -1.077 5.652
C: -0.082 -0.608 4.308
H: 3.550 0.377 6.657
H: 3.102 0.183 8.374
H: 1.877 0.647 7.095
H: 3.272 -2.004 7.163
H: 1.686 -1.894 7.635
H: 1.853 -3.569 5.766
H: 1.450 -2.986 4.229
H: 3.576 -3.899 3.959
H: 3.889 -2.137 3.962
H: 4.303 -3.013 5.339
H: 0.291 -0.193 6.277
H: -0.209 -1.877 6.033
H: 0.560 0.168 3.891
H: -1.125 -0.381 4.528
H: -0.035 -1.463 3.633
C: -0.577 3.858 -5.668
C: -1.885 3.087 -5.777
N: -2.520 3.009 -7.092
C: -2.856 4.406 -7.471
C: -3.015 4.533 -8.969
C: -3.722 2.182 -7.071
C: -3.280 0.737 -6.841
H: -0.097 3.963 -6.641
H: 0.173 3.223 -5.196
H: -0.660 4.800 -5.125
H: -1.542 2.073 -5.570
H: -2.553 3.427 -4.986
H: -3.818 4.744 -7.087
H: -2.149 5.193 -7.210
H: -3.476 3.630 -9.371
H: -3.702 5.317 -9.289
H: -2.097 4.591 -9.554
H: -4.188 2.079 -8.051
H: -4.521 2.608 -6.464
H: -3.928 -0.007 -7.304
H: -3.368 0.582 -5.766
H: -2.281 0.628 -7.263
C: 0.652 -0.310 0.695
C: 0.518 0.891 -0.143
N: 0.210 0.538 -1.531
C: 0.830 1.365 -2.584
C: 2.363 1.231 -2.822
C: -1.218 0.387 -1.833
C: -2.133 1.581 -1.707
H: 1.298 -1.014 0.170
H: -0.344 -0.748 0.742
H: 1.071 -0.112 1.682
H: -0.115 1.700 0.222
H: 1.481 1.399 -0.088
H: 0.651 2.408 -2.323
H: 0.345 1.286 -3.557
H: 2.742 1.785 -3.681
H: 2.663 0.188 -2.925
H: 2.907 1.629 -1.965
H: -1.288 0.057 -2.870
H: -1.533 -0.356 -1.100
H: -1.981 2.359 -2.455
H: -3.201 1.367 -1.749
H: -1.991 2.062 -0.740
C: -3.606 1.155 2.144
C: -4.894 0.334 2.031
N: -4.550 -1.039 1.795
C: -5.505 -1.737 0.867
C: -5.346 -1.166 -0.606
C: -4.079 -1.819 2.922
C: -5.206 -2.239 3.913
H: -3.704 2.222 2.344
H: -3.089 1.021 1.194
H: -2.906 0.762 2.882
H: -5.580 0.416 2.874
H: -5.541 0.726 1.246
H: -5.343 -2.813 0.926
H: -6.508 -1.516 1.233
H: -5.855 -0.204 -0.555
H: -4.368 -1.119 -1.085
H: -6.063 -1.688 -1.239
H: -3.225 -1.297 3.354
H: -3.715 -2.769 2.531
H: -4.885 -2.913 4.707
H: -5.990 -2.832 3.443
H: -5.691 -1.315 4.230
C: -4.938 6.991 4.342
C: -4.264 7.069 2.932
N: -3.050 6.180 2.903
C: -2.717 5.880 1.442
C: -1.644 4.793 1.305
C: -1.928 6.377 3.873
C: -1.338 7.724 3.799
H: -5.185 5.975 4.650
H: -5.805 7.650 4.397
H: -4.362 7.521 5.101
H: -5.062 6.733 2.270
H: -4.061 8.081 2.584
H: -3.661 5.540 1.017
H: -2.415 6.801 0.944
H: -1.480 3.978 2.010
H: -1.778 4.254 0.368
H: -0.660 5.258 1.256
H: -1.201 5.569 3.793
H: -2.349 6.132 4.847
H: -0.480 7.894 4.450
H: -1.967 8.518 4.203
H: -0.958 7.878 2.790
C: 1.080 -4.194 0.789
C: 1.735 -5.562 0.987
N: 0.909 -6.546 1.787
C: -0.285 -6.959 1.105
C: -0.109 -7.853 -0.162
C: 1.838 -7.628 2.261
C: 1.144 -8.894 2.939
H: 0.823 -3.781 1.765
H: 0.152 -4.247 0.221
H: 1.693 -3.386 0.390
H: 2.070 -5.961 0.030
H: 2.630 -5.394 1.586
H: -0.880 -7.517 1.827
H: -0.869 -6.088 0.809
H: 0.677 -8.605 -0.099
H: -1.030 -8.409 -0.338
H: 0.117 -7.316 -1.084
H: 2.605 -7.190 2.900
H: 2.410 -7.947 1.389
H: 1.954 -9.619 3.018
H: 0.363 -9.374 2.350
H: 0.727 -8.670 3.921
C: 7.866 -0.057 0.541
C: 7.544 1.252 1.299
N: 6.093 1.406 1.566
C: 5.628 0.285 2.323
C: 4.412 0.685 3.176
C: 5.256 1.555 0.401
C: 5.680 2.884 -0.279
H: 7.397 -0.003 -0.441
H: 7.573 -0.977 1.047
H: 8.925 -0.032 0.284
H: 7.976 1.257 2.300
H: 8.076 2.128 0.929
H: 6.361 -0.035 3.065
H: 5.483 -0.600 1.704
H: 3.535 0.971 2.596
H: 4.677 1.614 3.681
H: 4.191 -0.127 3.868
H: 5.265 0.720 -0.300
H: 4.275 1.725 0.844
H: 5.708 3.660 0.487
H: 6.692 3.025 -0.657
H: 5.001 3.288 -1.030

---

This record from the Open Molecules 2025 dataset describes a molecular structure, C5H11BrCl2CuNO. The level of theory is ωB97M-V with the def2-TZVPD basis set.

Summary:
- E_LUMO (spin up / spin down): -6.90 / -9.32 eV
- Spin multiplicity: 2
- Orbital gap (spin up / spin down): 5.215 / 2.785 eV
- HOMO level (spin up / spin down): -12.11 / -12.11 eV
- Charge: +1

Element x y z (Å)
Cu: -3.535 3.809 -0.905
Br: -3.272 1.168 -0.078
C: 0.836 2.127 -1.330
O: 1.641 3.021 -1.347
N: 1.157 0.824 -1.132
C: 0.193 -0.244 -1.277
C: 2.489 0.320 -0.895
H: -0.238 2.260 -1.536
H: -0.814 0.171 -1.221
H: 0.262 -0.888 -0.401
H: 0.396 -0.861 -2.152
H: 2.916 -0.159 -1.777
H: 3.264 1.062 -0.703
H: 2.487 -0.294 0.005
Cl: -2.197 -3.001 2.648
C: -1.252 -2.135 1.439
C: -0.762 -0.851 2.040
Cl: 0.917 -0.962 2.474
H: -1.867 -1.906 0.568
H: -0.442 -2.777 1.095
H: -1.195 -0.726 3.032
H: -0.985 0.041 1.454

---

This record from the Open Molecules 2025 dataset describes a molecular structure, C4H13PSi. The level of theory is ωB97M-V with the def2-TZVPD basis set.

Summary:
- E_LUMO: 0.67 eV
- Orbital gap: 8.608 eV
- HOMO level: -7.94 eV
- Energy relative to the best compared isomer or geometry (same formula, charge and spin): 152.7 kJ/mol

Element x y z (Å)
C: 1.014 -2.164 0.127
C: 0.549 1.168 1.852
C: -0.511 2.064 -1.255
C: 0.986 -0.786 -0.692
Si: -0.031 0.729 0.086
P: -2.464 -0.862 0.478
H: 1.225 -2.151 1.233
H: -0.003 -2.504 0.112
H: 1.578 -2.904 -0.386
H: 1.693 1.084 1.979
H: 0.263 2.123 2.015
H: 0.042 0.456 2.589
H: -0.714 1.726 -2.294
H: -1.390 2.630 -0.835
H: 0.166 2.801 -1.494
H: 0.372 -1.057 -1.580
H: 1.924 -0.539 -1.037
H: -2.740 -0.023 -0.538
H: -1.960 -1.793 -0.361

---

This record from the Open Molecules 2025 dataset describes 2 unconnected molecules or ions with the total composition CH3IS2. The level of theory is ωB97M-V with the def2-TZVPD basis set.

Summary:
- E_LUMO (spin up / spin down): -1.56 / -3.56 eV
- Orbital gap (spin up / spin down): 7.529 / 5.038 eV
- HOMO level (spin up / spin down): -9.09 / -8.59 eV
- Energy relative to the best compared isomer or geometry (same formula, charge and spin): 106.3 kJ/mol

Element x y z (Å)
C: -0.269 -0.451 0.142
S: 1.536 -0.700 -0.020
S: 1.790 -1.487 -1.770
I: -1.241 3.845 1.115
H: -0.447 -0.016 1.117
H: -0.765 -1.413 0.055
H: -0.604 0.223 -0.638

---

This record from the Open Molecules 2025 dataset describes 7 unconnected molecules or ions with the total composition C39H39F6S2. The level of theory is ωB97M-V with the def2-TZVPD basis set.

Summary:
- E_LUMO: -3.78 eV
- Orbital gap: 6.728 eV
- HOMO level: -10.51 eV
- Charge: +1

Element x y z (Å)
S: 0.403 -1.344 0.166
C: -0.213 -0.308 1.624
C: -1.764 -0.642 2.067
C: -2.869 -0.468 0.860
S: -4.284 -1.748 0.963
H: 0.268 -2.699 0.604
H: 0.471 -0.630 2.547
H: -0.031 0.824 1.334
H: -1.868 -1.731 2.541
H: -2.084 0.134 2.915
H: -2.334 -0.480 -0.190
H: -3.419 0.581 1.002
H: -4.316 -2.305 2.273
H: -5.492 -1.070 0.706
F: -7.374 1.076 1.120
C: -8.325 0.208 1.488
C: -9.663 0.575 1.387
C: -10.654 -0.331 1.764
C: -10.296 -1.591 2.250
C: -8.951 -1.948 2.353
C: -7.960 -1.047 1.965
H: -9.922 1.561 1.015
H: -11.703 -0.056 1.682
H: -11.070 -2.295 2.549
H: -8.675 -2.928 2.735
H: -6.910 -1.311 2.029
F: -1.995 -2.922 4.657
C: -0.808 -3.468 4.951
C: 0.262 -3.290 4.081
C: 1.499 -3.855 4.390
C: 1.650 -4.601 5.562
C: 0.569 -4.778 6.426
C: -0.665 -4.204 6.122
H: 0.124 -2.715 3.172
H: 2.344 -3.715 3.721
H: 2.614 -5.045 5.800
H: 0.687 -5.363 7.335
H: -1.514 -4.325 6.788
F: 6.265 -0.716 -2.546
C: 4.991 -0.344 -2.728
C: 4.697 0.671 -3.633
C: 3.370 1.055 -3.826
C: 2.352 0.428 -3.104
C: 2.658 -0.586 -2.194
C: 3.983 -0.978 -2.010
H: 5.502 1.152 -4.178
H: 3.129 1.842 -4.537
H: 1.318 0.731 -3.252
H: 1.864 -1.070 -1.631
H: 4.238 -1.770 -1.314
F: -1.095 1.940 -8.402
C: 0.092 1.394 -8.108
C: 1.162 1.572 -8.978
C: 2.399 1.007 -8.669
C: 2.550 0.261 -7.497
C: 1.469 0.083 -6.633
C: 0.235 0.658 -6.937
H: 1.024 2.147 -9.887
H: 3.244 1.147 -9.339
H: 3.514 -0.183 -7.259
H: 1.587 -0.501 -5.724
H: -0.614 0.537 -6.272
F: 2.674 3.927 -4.381
C: 2.140 4.392 -3.244
C: 1.027 5.224 -3.301
C: 0.467 5.704 -2.117
C: 1.034 5.355 -0.889
C: 2.153 4.524 -0.842
C: 2.706 4.035 -2.025
H: 0.606 5.491 -4.265
H: -0.407 6.349 -2.151
H: 0.599 5.734 0.034
H: 2.595 4.257 0.115
H: 3.571 3.380 -2.007
F: 4.203 -2.668 4.608
C: 4.399 -1.369 4.347
C: 4.199 -0.893 3.055
C: 4.398 0.461 2.784
C: 4.804 1.322 3.805
C: 5.007 0.835 5.097
C: 4.797 -0.517 5.371
H: 3.892 -1.579 2.273
H: 4.237 0.844 1.779
H: 4.963 2.377 3.592
H: 5.327 1.506 5.890
H: 4.941 -0.911 6.371

---

This record from the Open Molecules 2025 dataset describes a gas-phase ion, C5H12N2O (charge +1). The level of theory is ωB97M-V with the def2-TZVPD basis set.

Summary:
- E_LUMO (spin up / spin down): -3.35 / -8.49 eV
- Spin multiplicity: 2
- Orbital gap (spin up / spin down): 9.425 / 4.251 eV
- HOMO level (spin up / spin down): -12.77 / -12.74 eV
- Energy relative to the best compared isomer or geometry (same formula, charge and spin): 195.7 kJ/mol
- Charge: +1

Element x y z (Å)
C: 1.188 -2.420 0.193
N: 1.154 -1.219 -0.676
C: 0.993 0.127 -0.098
C: 0.020 0.980 -0.878
C: -1.485 0.818 -0.592
N: -2.033 2.025 -0.037
C: 0.652 0.172 1.373
O: 0.131 1.086 1.972
H: 0.243 -2.654 0.674
H: 1.909 -2.285 1.021
H: 1.722 -3.214 -0.321
H: 0.373 -1.381 -1.298
H: 1.975 0.624 -0.171
H: 0.348 2.014 -0.699
H: 0.102 0.819 -1.956
H: -1.631 0.072 0.219
H: -2.024 0.533 -1.493
H: -3.048 2.148 -0.005
H: -1.569 2.438 0.780
H: 0.981 -0.681 1.992

---

This record from the Open Molecules 2025 dataset describes a molecular structure, C45H49BBrF3N4O7SSbY. The level of theory is ωB97M-V with the def2-TZVPD basis set.

Summary:
- E_LUMO: -0.63 eV
- Orbital gap: 7.110 eV
- HOMO level: -7.74 eV
- Energy relative to the best compared isomer or geometry (same formula, charge and spin): 67.1 kJ/mol

Element x y z (Å)
Y: -0.255 0.579 -0.319
C: 4.650 3.416 0.519
O: 3.734 2.419 0.989
C: 2.507 2.361 0.493
O: 1.753 1.471 0.845
N: 2.111 3.309 -0.385
N: 0.782 3.179 -0.798
H: 5.618 3.132 0.917
H: 4.377 4.400 0.906
H: 4.691 3.420 -0.570
H: 2.584 4.195 -0.461
H: 0.702 3.394 -1.785
H: 0.149 3.766 -0.263
Br: -2.159 -1.179 0.702
C: -1.763 3.134 -3.784
N: -3.001 2.375 -3.948
C: -4.119 3.287 -4.208
C: -3.244 1.453 -2.818
C: -3.245 2.131 -1.485
C: -4.409 2.797 -1.112
C: -4.429 3.616 0.003
C: -3.277 3.744 0.753
C: -2.149 2.984 0.444
C: -2.083 2.153 -0.698
H: -1.511 3.622 -4.724
H: -0.953 2.451 -3.518
H: -1.854 3.886 -2.991
H: -3.163 1.558 -5.341
H: -4.273 4.001 -3.396
H: -5.035 2.715 -4.356
H: -3.909 3.843 -5.123
H: -2.460 0.693 -2.858
H: -4.197 0.954 -3.006
H: -5.312 2.679 -1.701
H: -5.326 4.158 0.273
H: -3.257 4.417 1.604
H: -1.288 3.101 1.107
C: 3.316 -7.824 -1.849
C: 1.904 -7.463 -1.372
C: 0.934 -7.662 -2.536
C: 1.493 -8.414 -0.240
C: 1.899 -6.019 -0.865
C: 2.647 -5.694 0.273
C: 2.698 -4.405 0.798
C: 1.965 -3.442 0.141
O: 1.824 -2.112 0.445
B: 0.940 -1.547 -0.505
O: 0.623 -2.596 -1.437
C: 1.239 -3.738 -0.988
C: 1.183 -5.009 -1.517
H: 3.340 -8.845 -2.238
H: 4.039 -7.758 -1.034
H: 3.642 -7.149 -2.643
H: 0.930 -8.713 -2.830
H: 1.222 -7.078 -3.412
H: -0.088 -7.389 -2.265
H: 1.436 -9.438 -0.613
H: 0.515 -8.142 0.163
H: 2.208 -8.401 0.583
H: 3.213 -6.469 0.772
H: 3.281 -4.168 1.678
H: 0.586 -5.203 -2.395
F: -5.324 0.313 6.655
C: -4.247 0.443 5.855
C: -4.437 0.532 4.493
C: -3.318 0.665 3.680
C: -2.039 0.706 4.232
C: -1.891 0.613 5.615
C: -2.996 0.481 6.441
Sb: -0.360 0.961 2.994
C: 0.286 2.844 3.763
C: -0.628 3.758 4.283
C: -0.224 5.016 4.715
C: 1.112 5.344 4.619
F: 1.517 6.558 5.043
C: 2.054 4.471 4.110
C: 1.628 3.222 3.678
C: 0.995 -0.306 4.003
C: 1.775 0.081 5.090
C: 2.609 -0.829 5.727
C: 2.640 -2.126 5.257
F: 3.450 -3.014 5.869
C: 1.878 -2.551 4.188
C: 1.056 -1.628 3.560
H: -5.437 0.489 4.085
H: -3.450 0.722 2.606
H: -0.904 0.636 6.064
H: -2.903 0.404 7.516
H: -1.676 3.493 4.366
H: -0.923 5.732 5.124
H: 3.094 4.768 4.073
H: 2.367 2.529 3.292
H: 1.744 1.101 5.454
H: 3.221 -0.549 6.573
H: 1.932 -3.580 3.859
H: 0.460 -1.953 2.715
N: 2.223 0.007 -2.865
C: 1.325 0.322 -3.888
C: 1.519 1.418 -4.729
C: 0.572 1.731 -5.691
C: -0.572 0.956 -5.831
C: -0.770 -0.145 -5.003
C: 0.166 -0.458 -4.029
S: -1.800 1.439 -7.003
O: -3.117 1.049 -6.286
O: -1.706 2.869 -7.117
O: -1.711 0.621 -8.170
H: 3.174 0.317 -2.989
H: 2.167 -0.953 -2.558
H: 2.414 2.022 -4.630
H: 0.709 2.593 -6.331
H: -1.657 -0.754 -5.112
H: 0.026 -1.319 -3.384